[1]
Formula: H24O12
Source: the OMol25 dataset
Level of theory: ωB97M-V/def2-TZVPD

Each line ends with the natural charge from an NBO analysis.
Positions of all 36 atoms, in Å:
H: -0.786 0.420 -0.478  0.4831
H: -1.082 1.023 0.886  0.4710
H: -4.935 3.099 -1.920  0.4732
H: -3.524 2.536 -1.947  0.4525
H: 3.537 -0.711 -2.386  0.4605
H: 2.588 0.109 -3.246  0.4814
H: -4.728 1.280 0.461  0.4529
H: -4.149 1.054 -0.926  0.4463
H: 0.594 1.958 2.003  0.4426
H: 1.759 1.375 1.220  0.4757
H: 1.256 -3.468 -2.461  0.4627
H: 2.081 -2.222 -2.180  0.4668
H: -0.598 -1.574 0.423  0.4791
H: -0.637 -3.093 0.396  0.4575
H: 1.646 1.154 -0.953  0.4774
H: 2.555 1.654 -2.064  0.4839
H: -3.741 -1.982 -0.187  0.4632
H: -3.141 -0.953 -1.131  0.4531
H: 1.741 0.448 3.578  0.4806
H: 1.751 1.965 3.668  0.4548
H: -0.925 -0.184 3.117  0.4618
H: 0.096 -0.147 1.992  0.4742
H: 3.217 -1.843 1.322  0.4800
H: 3.472 -0.622 0.454  0.4633
O: -1.046 0.181 0.419  -0.9358
O: -4.242 2.814 -2.526  -0.9213
O: 3.334 -0.499 -3.304  -0.9452
O: -4.481 0.580 -0.155  -0.9080
O: 1.506 2.140 1.749  -0.9156
O: 1.170 -2.528 -2.264  -0.9325
O: -0.026 -2.350 0.448  -0.9482
O: 2.213 0.844 -1.668  -0.9566
O: -3.358 -1.097 -0.203  -0.9119
O: 2.331 1.209 3.524  -0.9415
O: -0.047 -0.501 2.877  -0.9396
O: 2.891 -0.953 1.148  -0.9415

Frontier orbital gap: 8.694 eV
Energy above the lowest of the compared OMol25 structures with the same formula, charge and spin: 567.58 kJ/mol
E: -917.10918 hartree
Total charge: 0
SMILES: O.O.O.O.O.O.O.O.O.O.O.O
HOMO energy: -9.26 eV

[2]
Formula: C6H15NO2
Source: the OMol25 dataset
Level of theory: ωB97M-V/def2-TZVPD

Each line ends with the natural charge from an NBO analysis.
Positions of all 24 atoms, in Å:
C: -2.245 1.260 -0.020  -0.2540
C: -0.361 -1.601 -1.176  -0.6149
O: -1.124 0.989 -0.833  -0.5811
H: -2.670 2.223 -0.328  0.1812
H: -2.044 1.297 1.054  0.1719
H: -3.004 0.491 -0.199  0.1720
H: -1.449 -1.514 -1.230  0.2107
H: 0.123 -1.317 -2.113  0.2204
H: -0.150 -2.654 -0.968  0.1876
C: 0.618 1.741 0.812  -0.6810
C: 1.836 -1.247 0.141  -0.6276
C: 0.276 0.743 -0.294  0.5440
C: 0.383 -0.761 0.071  0.0987
N: -0.276 -1.158 1.325  -0.8472
O: 1.122 0.997 -1.415  -0.7116
H: 1.585 1.829 -1.275  0.4768
H: -1.285 -1.070 1.220  0.3564
H: -0.100 -2.146 1.500  0.3628
H: 0.416 2.763 0.469  0.2199
H: 0.033 1.592 1.721  0.2375
H: 1.676 1.677 1.084  0.2238
H: 2.363 -0.810 0.997  0.2128
H: 1.880 -2.340 0.218  0.2077
H: 2.398 -0.989 -0.761  0.2332

Frontier orbital gap: 9.993 eV
Energy above the lowest of the compared OMol25 structures with the same formula, charge and spin: 178.78 kJ/mol
E: -442.81311 hartree
Total charge: 0
SMILES: CO[C@](C)(O)C(C)(C)N
HOMO energy: -9.15 eV

[3]
Formula: C6H11N
Source: the OMol25 dataset
Level of theory: ωB97M-V/def2-TZVPD

Each line ends with the natural charge from an NBO analysis.
Positions of all 18 atoms, in Å:
C: 0.256 2.090 -0.609  -0.6125
C: -0.834 1.050 -0.459  -0.4110
N: -0.535 -1.617 2.167  -0.8267
C: -1.002 -0.729 1.225  0.0536
C: -0.301 -0.212 0.191  -0.1577
C: 0.838 -0.937 -0.354  -0.1885
C: 1.260 -1.005 -1.614  -0.4256
H: 1.240 1.671 -0.819  0.2166
H: 0.419 2.678 0.293  0.2048
H: 0.072 2.794 -1.415  0.2071
H: -1.296 0.717 -1.390  0.1996
H: -1.640 1.455 0.158  0.2054
H: 0.455 -1.703 2.309  0.3862
H: -1.130 -2.081 2.826  0.3908
H: -1.989 -0.314 1.401  0.1809
H: 1.355 -1.567 0.362  0.1858
H: 2.145 -1.600 -1.798  0.1954
H: 0.687 -0.691 -2.476  0.1958

Frontier orbital gap: 8.340 eV
Energy above the lowest of the compared OMol25 structures with the same formula, charge and spin: 144.82 kJ/mol
E: -289.91652 hartree
Total charge: 0
SMILES: C=C/C(=C\N)CC
HOMO energy: -7.33 eV

[4]
Formula: C12H17N7OSW
Source: the OMol25 dataset
Level of theory: ωB97M-V/def2-TZVPD

Each line ends with the natural charge from an NBO analysis.
Positions of all 39 atoms, in Å:
W: -0.104 0.886 0.785  1.7305
C: -2.711 -2.178 2.589  -0.7168
C: -2.047 -1.167 1.737  0.4518
N: -0.830 -0.716 1.889  -0.3685
N: 0.115 -1.342 2.698  -0.4093
C: 1.327 -1.479 2.130  0.3821
N: 2.301 -2.127 2.688  -0.6435
S: 1.562 -0.705 0.542  0.2009
C: -2.714 -0.563 0.567  0.0999
C: -3.931 -0.988 0.097  -0.1181
C: -4.389 -0.496 -1.141  -0.0254
C: -3.597 0.385 -1.849  -0.1841
C: -2.382 0.786 -1.308  0.1274
N: -1.936 0.328 -0.122  -0.5788
H: -2.171 -2.412 3.503  0.2642
H: -2.849 -3.102 2.015  0.3192
H: -3.701 -1.808 2.871  0.3129
H: -0.157 -1.743 3.590  0.4649
H: 2.199 -2.616 3.575  0.4673
H: 3.215 -2.190 2.246  0.4781
H: -4.527 -1.702 0.650  0.2853
H: -5.344 -0.826 -1.533  0.2993
H: -3.900 0.766 -2.816  0.2998
H: -1.734 1.467 -1.847  0.2361
C: 0.410 6.765 0.664  -0.4384
N: 0.349 5.291 0.845  -0.3042
C: 1.156 4.564 1.826  -0.3238
C: 0.663 3.197 1.555  0.7054
O: 0.991 2.043 2.046  -0.6101
N: -0.260 3.134 0.608  -0.6890
C: -0.431 4.478 0.168  0.6733
N: -1.267 4.823 -0.779  -0.7074
H: 1.097 7.162 1.406  0.2730
H: -0.579 7.190 0.837  0.2543
H: 0.790 6.993 -0.330  0.2566
H: 0.947 4.873 2.856  0.3169
H: 2.232 4.649 1.637  0.3148
H: -1.885 4.159 -1.214  0.4367
H: -1.354 5.789 -1.074  0.4669

Frontier orbital gap (spin up / spin down): 6.936 / 7.127 eV
Energy above the lowest of the compared OMol25 structures with the same formula, charge and spin: 47.73 kJ/mol
E: -1389.74416 hartree
Expectation value of S²: 2.020
Total charge: +4
2S+1: 3
HOMO energy (spin up / spin down): -22.51 / -22.54 eV

[5]
Formula: C2H6ClNO2S2
Source: the OMol25 dataset
Level of theory: ωB97M-V/def2-TZVPD

Each line ends with the natural charge from an NBO analysis.
Positions of all 14 atoms, in Å:
C: 1.781 0.111 -0.231  -0.5991
C: 0.878 1.354 0.198  -0.2394
N: -0.187 0.770 1.058  -0.7981
O: -1.890 -0.601 -0.491  -0.9546
O: -1.546 -2.803 -1.534  -0.8633
S: -1.664 0.616 0.889  1.1758
S: -1.110 -1.968 -0.458  1.5921
Cl: -1.983 -2.761 1.390  -0.3832
H: 1.290 -0.548 -0.944  0.2023
H: 2.604 0.458 -0.710  0.2076
H: 1.931 -0.464 0.695  0.2226
H: 1.512 2.215 0.751  0.2097
H: 0.637 1.911 -0.668  0.1908
H: -2.253 1.710 0.054  0.0369

Frontier orbital gap: 9.687 eV
Energy above the lowest of the compared OMol25 structures with the same formula, charge and spin: 163.02 kJ/mol
E: -1541.48215 hartree
Total charge: 0
HOMO energy: -10.03 eV

[6]
Formula: C25H61F3N2NbO3P2S2
Source: the OMol25 dataset
Level of theory: ωB97M-V/def2-TZVPD

Each line ends with the Mulliken charge.
Positions of all 99 atoms, in Å:
C: 3.296 -2.603 0.288  -1.4242
C: 3.264 -1.416 -0.663  1.2809
C: 4.284 -1.467 -1.812  -1.0566
C: 3.851 -0.754 -3.104  -1.0662
C: 2.419 -1.008 -3.609  0.2097
C: 1.990 -2.479 -3.608  -0.5859
C: 0.475 -2.660 -3.651  -0.8891
C: -0.231 -2.422 -2.305  -0.2301
Nb: -1.701 -0.844 -1.815  -1.0883
C: -2.526 1.243 -1.750  -1.2333
C: -1.950 2.491 -2.408  0.3890
C: -2.171 2.552 -3.911  0.8493
F: -1.028 2.560 -4.637  -0.2880
F: -2.837 3.705 -4.260  -0.3229
F: -2.933 1.541 -4.403  -0.2535
C: -3.337 -1.801 -3.014  -0.6801
O: -3.997 -3.046 -2.733  -0.4582
C: -5.384 -2.866 -2.457  -0.8162
P: -0.132 0.111 0.116  0.3065
S: 0.998 1.392 -0.927  -0.4365
P: -3.053 -2.107 0.161  0.7725
O: -3.767 -3.516 -0.192  -0.6119
O: -4.475 -1.423 0.632  -0.5819
S: -1.864 -2.237 1.733  -0.4792
H: 2.346 -2.708 0.825  0.1783
H: 3.455 -3.545 -0.255  0.3367
H: 4.084 -2.510 1.045  0.4235
H: 2.269 -1.306 -1.103  -1.2698
H: 3.423 -0.490 -0.097  0.5651
H: 5.219 -1.005 -1.469  0.4590
H: 4.542 -2.511 -2.043  0.3500
H: 4.550 -1.052 -3.898  0.3648
H: 3.979 0.328 -2.974  0.3471
H: 2.362 -0.645 -4.644  0.5307
H: 1.713 -0.387 -3.044  -0.4065
H: 2.397 -2.972 -2.714  0.1405
H: 2.443 -3.004 -4.461  0.4017
H: 0.064 -1.977 -4.404  0.2611
H: 0.248 -3.676 -4.005  0.4470
H: -0.967 -3.222 -2.082  0.4157
H: 0.529 -2.489 -1.511  0.4683
H: -1.029 -0.200 -3.343  0.1718
H: -3.585 1.148 -2.037  0.5219
H: -2.509 1.405 -0.656  0.5956
H: -2.406 3.416 -2.033  -0.1251
H: -0.878 2.553 -2.214  -0.1378
H: -4.099 -1.030 -3.206  0.4524
H: -2.800 -1.956 -3.964  0.4082
H: -5.910 -2.583 -3.378  0.3483
H: -5.546 -2.103 -1.690  0.3431
H: -5.759 -3.823 -2.092  0.2828
H: -0.753 0.701 1.226  0.1705
H: 0.611 -0.841 0.828  -0.1733
H: -3.591 -3.712 -1.132  0.4659
H: -4.284 -0.794 1.342  0.3245
C: 2.063 -6.257 6.223  -1.4480
C: 2.876 -4.989 6.011  -0.3273
N: 3.433 -4.896 4.673  0.1505
C: 4.437 -3.856 4.530  -0.6945
C: 4.001 -2.396 4.697  -0.9490
C: 2.465 -4.993 3.584  -0.9875
C: 1.303 -3.998 3.552  -0.5999
H: 2.652 -7.135 5.952  0.3355
H: 1.772 -6.340 7.272  0.4318
H: 1.151 -6.260 5.628  0.2917
H: 3.729 -4.980 6.698  0.4700
H: 2.251 -4.124 6.289  0.2669
H: 4.889 -3.983 3.542  0.3504
H: 5.221 -4.074 5.264  0.4035
H: 3.414 -2.042 3.850  0.1170
H: 4.884 -1.758 4.780  0.4011
H: 3.404 -2.258 5.600  0.3267
H: 2.051 -6.004 3.590  0.4183
H: 3.034 -4.914 2.653  0.2984
H: 0.813 -3.896 4.523  0.3592
H: 0.543 -4.335 2.848  0.3551
H: 1.611 -3.003 3.230  0.0379
C: -2.040 6.737 -2.336  -1.1464
C: -2.689 7.055 -1.000  -0.4884
N: -2.121 6.280 0.092  0.2460
C: -2.896 6.334 1.315  -0.7167
C: -3.007 7.681 2.043  -0.9938
C: -0.675 6.346 0.239  -0.6799
C: -0.046 7.730 0.446  -1.0592
H: -2.052 5.664 -2.523  0.0870
H: -2.584 7.224 -3.147  0.4612
H: -1.006 7.077 -2.389  0.2900
H: -3.750 6.790 -1.033  0.4459
H: -2.653 8.146 -0.837  0.2788
H: -2.477 5.589 1.997  0.3612
H: -3.905 5.992 1.064  0.4023
H: -2.076 7.958 2.537  0.2143
H: -3.785 7.623 2.806  0.4071
H: -3.275 8.483 1.354  0.2709
H: -0.227 5.890 -0.645  0.3068
H: -0.417 5.689 1.073  0.4364
H: -0.454 8.457 -0.260  0.2527
H: 1.030 7.671 0.273  0.3871
H: -0.202 8.119 1.452  0.2610

Frontier orbital gap: 6.935 eV
E: -3160.01727 hartree
Total charge: -1
HOMO energy: -4.84 eV